1.
The following is a quantum chemistry calculation of a cluster of 17 separate species, C39H100F3N11O23 in total, from OMol25.

Properties
Multiplicity: 1

Geometry as XYZ:
```
176
C39H100F3N11O23 (ωB97M-V with the def2-TZVPD basis set)
C -10.07913 -4.89437 5.01637
N -9.88362 -3.69750 4.09811
C -11.10024 -3.52453 3.19496
C -9.88348 -2.55990 5.06774
C -8.57361 -3.90002 3.29522
C -8.08025 -2.62900 2.54086
O -7.67046 -1.63786 3.41453
H -10.76219 -4.59482 5.81122
H -9.17868 -5.27708 5.49682
H -10.56322 -5.71371 4.48493
H -10.94662 -2.63952 2.57749
H -12.06357 -3.62468 3.69503
H -11.05253 -4.46450 2.64516
H -9.71391 -1.65112 4.49027
H -9.02876 -2.81509 5.69419
H -10.77602 -2.44834 5.68339
H -8.83564 -4.66366 2.56290
H -7.79624 -4.26997 3.96375
H -8.81029 -2.19451 1.85794
H -7.26222 -2.88417 1.86720
H -6.83223 -1.26984 3.12555
C -1.26505 -0.87583 1.44752
O 0.10741 -0.37011 1.26406
O -2.18216 0.18578 1.46864
C -1.60048 -2.22708 0.68717
F -2.05639 -2.00239 -0.55658
F -0.53237 -2.92512 0.52917
F -2.50471 -2.94261 1.32049
C 0.42654 -0.03853 -0.11321
C 1.89538 0.43295 -0.05429
H 2.07443 1.35926 0.49160
H 2.54983 -0.30757 0.40554
H 2.22564 0.74638 -1.04464
H -0.22741 0.67547 -0.61386
H 0.37695 -0.88496 -0.79820
H -1.17409 -1.32072 2.43842
C -3.73707 5.00563 3.64521
C -3.28488 5.36240 2.16324
O -2.10161 4.63826 1.78340
O -4.55283 3.91234 3.67289
H -4.15121 5.90983 4.09132
H -2.83721 4.78515 4.21943
H -3.01168 6.39748 1.95812
H -4.06163 5.12484 1.43638
H -2.38742 3.74415 1.98461
H -4.03212 3.14028 3.43964
C -0.23512 -5.29337 5.63194
C 0.81603 -5.99476 4.77889
O 0.22333 -7.00670 3.97591
O 0.35419 -4.22643 6.41084
H -0.58332 -5.96649 6.41537
H -1.05598 -4.87015 5.05300
H 1.66654 -6.42270 5.30956
H 1.31928 -5.23496 4.18094
H 0.89852 -7.35518 3.38915
H 0.74266 -3.52161 5.88746
C -6.21756 1.20835 -2.01456
C -6.99481 2.07641 -0.95540
O -7.25731 3.41904 -1.46501
O -4.80463 1.36001 -2.06488
H -6.56378 1.48777 -3.00962
H -6.32758 0.14096 -1.82305
H -6.45630 2.16227 -0.01162
H -7.89998 1.53209 -0.68615
H -7.70898 3.97541 -0.82622
H -4.61538 1.29537 -1.12594
C -3.14314 5.98314 -3.90466
C -2.84534 6.88214 -5.08748
O -3.22826 8.27409 -4.86643
O -1.95217 5.90362 -3.19025
H -3.34713 4.98830 -4.30064
H -3.92280 6.34366 -3.23363
H -3.29910 6.46573 -5.98681
H -1.78469 6.82581 -5.33238
H -4.12769 8.37420 -5.18673
H -2.09291 5.39282 -2.38970
C 2.18709 1.74212 5.47650
C 0.95211 1.95938 6.43933
O 1.32239 1.92636 7.85132
O 2.26499 0.39467 5.09814
H 3.15381 2.12459 5.80399
H 1.99657 2.32801 4.57732
H 0.13217 1.25013 6.32639
H 0.51630 2.93029 6.20372
H 1.65503 1.04637 8.04255
H 1.74794 0.32461 4.29231
O 3.88685 -7.12604 0.42882
C 4.30859 -6.35360 -0.44539
N 3.99740 -5.09989 -0.32413
C 4.91818 -6.85063 -1.72778
H 3.47063 -4.80967 0.48727
H 4.18488 -4.41047 -1.03803
H 5.18410 -7.89652 -1.57448
H 5.80259 -6.25452 -1.95267
H 4.13169 -6.78339 -2.47946
O -6.18477 -8.32795 2.18299
C -5.06526 -7.90094 1.86896
N -4.30721 -7.61714 2.86161
C -4.66875 -7.80264 0.39865
H -3.37701 -7.25635 2.70460
H -4.63134 -7.46541 3.80607
H -3.67428 -7.38251 0.24826
H -5.44479 -7.27632 -0.15710
H -4.57598 -8.79708 -0.03791
O 9.79889 -1.65761 2.29724
C 9.00734 -2.47556 2.71915
N 9.48751 -3.43342 3.49887
C 7.50188 -2.22058 2.52115
H 10.46613 -3.38030 3.74296
H 8.94326 -4.20575 3.85580
H 6.94264 -1.52330 3.14498
H 7.06313 -3.16616 2.83974
H 7.23957 -2.01872 1.48263
O 3.72605 7.84955 0.34239
C 2.50068 7.82103 0.55271
N 2.13877 6.71550 1.19576
C 1.47697 8.74342 -0.02239
H 1.16104 6.51332 1.34832
H 2.83412 6.00385 1.36936
H 1.12666 9.39744 0.77614
H 0.63854 8.11593 -0.32472
H 1.81803 9.26871 -0.91449
O -1.40696 0.51383 -7.62758
C -0.96536 1.55993 -7.17909
N -1.22623 1.96226 -5.97270
C -0.40022 2.55133 -8.20247
H -1.76530 1.28216 -5.45600
H -1.12358 2.93681 -5.72815
H -1.09353 2.91387 -8.96140
H 0.35223 2.08225 -8.83640
H 0.11658 3.37313 -7.70682
O 4.98425 6.26156 -6.13287
C 4.82688 5.99301 -4.96100
N 5.58848 6.47484 -3.97335
C 3.64050 5.11104 -4.59979
H 6.46783 6.87925 -4.26200
H 5.23949 6.49527 -3.02579
H 2.71004 5.67876 -4.60663
H 3.72533 4.48521 -3.71140
H 3.54135 4.38559 -5.40724
O 8.94715 2.45387 -4.19057
C 9.14993 2.46319 -2.97680
N 10.23981 3.13319 -2.57109
C 8.18253 1.86535 -2.00519
H 10.85007 3.43745 -3.31615
H 10.51464 3.42940 -1.64544
H 7.40253 2.58354 -1.75239
H 8.62838 1.48355 -1.08675
H 7.65562 1.00030 -2.40788
O 4.53512 -2.45111 -3.90447
C 4.65622 -2.39621 -5.10280
N 5.70207 -2.89364 -5.72420
C 3.59099 -1.67240 -5.93785
H 6.46460 -3.30504 -5.20517
H 5.60539 -2.94497 -6.72825
H 3.23771 -0.77176 -5.43571
H 2.67307 -2.24724 -5.81509
H 3.80220 -1.61413 -7.00560
O 6.50602 3.69142 2.84470
C 7.65390 4.25532 2.77115
N 7.70421 5.57440 2.58587
C 8.97632 3.56920 2.88078
H 6.80779 5.98369 2.36449
H 8.58047 5.94501 2.24687
H 9.62432 4.03432 3.62366
H 9.45367 3.41166 1.91362
H 8.74219 2.60010 3.32136
O -1.23470 -6.34144 -6.41361
C -1.31301 -5.20321 -5.95604
N -1.90559 -4.29111 -6.71808
C -0.76494 -4.85400 -4.60642
H -1.99945 -3.31024 -6.49628
H -2.22711 -4.63058 -7.61334
H 0.29636 -5.08991 -4.52837
H -1.40953 -5.36990 -3.89476
H -0.91586 -3.80025 -4.37204
```

---

2.
The following is a quantum chemistry calculation of a cluster of 10 separate species, C39H101N3O13 in total, from OMol25.

Properties
Multiplicity: 1
Energy above the lowest of the compared OMol25 structures with the same formula, charge and spin in kcal per mole: 95.37

Geometry as XYZ:
```
156
C39H101N3O13 (ωB97M-V with the def2-TZVPD basis set)
C 4.69487 1.85206 7.79434
O 3.32439 1.69971 8.00590
C 3.00799 2.06471 9.30715
C 1.58636 1.73327 9.77330
N 0.69457 2.81162 9.33100
C -0.60480 3.11631 10.03696
C -1.48668 1.92689 10.19667
O -1.98263 1.45345 8.89471
C -3.06891 0.52440 8.87022
H 5.21636 1.21279 8.50671
H 5.14167 2.83562 7.93954
H 5.02195 1.56439 6.79516
H 3.09296 3.14153 9.45327
H 3.61569 1.45305 9.97397
H 1.67844 1.72123 10.85933
H 1.35173 0.73587 9.40149
H 0.38119 2.48194 8.42923
H -1.11511 3.80994 9.36871
H -0.44617 3.60745 10.99702
H -2.23000 2.36690 10.86147
H -1.06855 1.10071 10.77172
H -2.84584 -0.37815 9.43920
H -3.30996 0.25954 7.84073
H -3.88556 1.09270 9.31545
C -0.32186 -0.77047 21.32861
O -0.81075 0.52332 21.13695
C -0.82186 1.14647 19.93250
C -1.62326 0.42690 18.87450
N -1.49352 1.09496 17.53575
C -2.10867 0.42227 16.46529
C -2.12380 1.17020 15.09647
O -0.85435 1.04249 14.40908
C -0.44227 2.33115 13.89313
H -0.17792 -0.96954 22.39056
H 0.66286 -0.94100 20.89345
H -0.96407 -1.58540 20.99462
H 0.19821 1.12107 19.54923
H -1.23990 2.12301 20.17687
H -2.65979 0.31841 19.19375
H -1.11556 -0.53659 18.82942
H -0.49622 1.11317 17.37714
H -3.17386 0.31388 16.66960
H -1.70433 -0.58071 16.32877
H -2.57421 2.16109 15.03853
H -2.94792 0.84872 14.45962
H -1.09623 2.49881 13.03737
H 0.59006 2.42360 13.55571
H -0.66355 3.17610 14.54520
C 2.82598 3.98060 12.66012
O 1.51689 4.53114 12.54052
C 1.40513 5.86665 12.18039
C 2.00321 6.23360 10.77138
N 1.24968 5.68900 9.65512
C 1.81906 5.96575 8.33569
C 0.86976 5.38096 7.21602
O -0.27060 6.22846 6.86594
C -1.37690 5.58756 6.35512
H 3.31041 4.32850 13.57248
H 3.51388 4.10546 11.82388
H 2.77343 2.89520 12.74520
H 1.97977 6.47681 12.87725
H 0.36570 6.18267 12.26881
H 3.02496 5.88076 10.63124
H 1.95733 7.29987 10.54987
H 1.22795 4.67924 9.65911
H 2.75926 5.46205 8.11116
H 1.88168 7.03726 8.14578
H 0.68393 4.30970 7.29328
H 1.45478 5.36254 6.29650
H -1.95703 6.21503 5.67847
H -2.04411 5.15961 7.10331
H -1.04465 4.73986 5.75587
C -0.21829 -2.41117 8.69751
C 0.03542 -3.85484 8.35107
C 1.29505 -4.41523 9.06488
O -1.07370 -4.72236 8.49181
H 0.68333 -1.86278 8.97038
H -0.81227 -2.39860 9.61136
H -0.75032 -1.95767 7.86122
H 0.31050 -3.92198 7.29849
H 1.51460 -3.65540 9.81492
H 2.13530 -4.66925 8.41868
H 1.10022 -5.35167 9.58759
H -1.82934 -4.14149 8.60667
C -5.06731 3.46956 11.50943
C -5.91032 4.70605 11.30787
C -5.96612 5.48848 12.66578
O -5.16747 5.44483 10.38181
H -4.04810 3.68862 11.82775
H -4.90559 2.94393 10.56834
H -5.52564 2.79089 12.22876
H -6.91640 4.40337 11.01754
H -4.93762 5.57311 13.01669
H -6.56532 4.95244 13.40179
H -6.33317 6.51032 12.56974
H -5.75075 6.18231 10.18813
C 5.49743 6.18982 3.00252
C 4.46127 5.36574 3.77637
C 5.05544 4.42792 4.86536
O 3.51146 6.32353 4.41614
H 6.05620 6.81482 3.69912
H 5.03266 6.79713 2.22584
H 6.26650 5.55609 2.56090
H 3.87707 4.85458 3.01118
H 5.14253 4.93321 5.82724
H 6.01631 3.97445 4.62204
H 4.32014 3.64712 5.05972
H 4.01859 6.86546 5.02502
C 0.49336 1.94266 5.69270
C 0.93057 0.54991 5.51255
C 2.28602 0.38565 4.79423
O 1.10158 0.10130 6.80972
H 0.08008 2.21114 4.72048
H 1.26503 2.58743 6.11330
H -0.26422 1.84682 6.47051
H 0.23594 -0.09435 4.97355
H 2.15849 0.85247 3.81755
H 2.69761 -0.62366 4.79439
H 2.98674 0.98023 5.38038
H 1.71847 0.71486 7.21542
C 9.89056 -0.96146 6.63411
C 8.83458 0.03046 7.11971
C 7.44962 -0.62734 6.93233
O 9.15407 0.20581 8.38497
H 10.89691 -0.55111 6.55067
H 9.60610 -1.13576 5.59642
H 9.85839 -1.91959 7.15281
H 8.84589 1.00345 6.62854
H 7.26636 -0.95598 5.90934
H 6.54394 -0.13027 7.27985
H 7.48817 -1.52452 7.55014
H 9.92386 0.77912 8.36603
C 6.53771 4.83705 11.94310
C 7.68992 4.12316 11.29174
C 7.24718 3.20237 10.16778
O 8.41918 5.12550 10.72876
H 5.73628 4.09836 11.95534
H 6.21132 5.71033 11.37835
H 7.00001 4.98104 12.91965
H 8.25147 3.59868 12.06484
H 6.52902 3.74793 9.55564
H 6.80861 2.28189 10.55310
H 8.18350 2.85717 9.72933
H 9.30053 4.79653 10.53743
C 4.24018 -0.25918 14.34319
C 4.23640 -0.70704 12.83454
C 2.80667 -0.80342 12.31548
O 5.00448 0.22801 12.11882
H 5.02534 -0.75962 14.90992
H 3.31853 -0.63996 14.78327
H 4.17957 0.81899 14.19491
H 4.71948 -1.65122 12.58304
H 2.36848 0.18907 12.42061
H 2.23635 -1.61899 12.76009
H 2.86598 -0.95600 11.23785
H 5.71311 -0.12391 11.57512
```

---

| no. | HOMO level (eV) |
| --- | --- |
| 1 | -5.96 |
| 2 | -8.20 |